Version a
{
  "formula": "C9H14O",
  "method": "ωB97M-V with the def2-TZVPD basis set",
  "smiles": "Cc1ccc(O)cc1.CC",
  "e_homo_ev": -8.4935,
  "gap_ev": 9.34,
  "species": ["C", "C", "C", "C", "C", "O", "C", "C", "H", "H", "H", "H", "H", "H", "H", "H", "C", "C", "H", "H", "H", "H", "H", "H"],
  "xyz": [[2.42108, 0.95431, -0.03437], [1.10267, 0.51978, 0.50229], [-0.11307, 0.64658, -0.13745], [-1.32950, 0.29037, 0.43221], [-1.33130, -0.32531, 1.68262], [-2.52477, -0.60127, 2.30149], [-0.12025, -0.53159, 2.34105], [1.05748, -0.16899, 1.73075], [2.95403, 0.09943, -0.50182], [3.16926, 1.21255, 0.71539], [2.40460, 1.64002, -0.88129], [-0.05050, 1.19837, -1.05842], [-2.24428, 0.24257, -0.14080], [-3.11775, -1.10905, 1.72058], [-0.07662, -0.87993, 3.36393], [1.94617, -0.52390, 2.24463], [-0.00341, 0.39198, -3.48397], [0.62417, -0.98636, -3.36911], [0.55775, 1.11677, -2.90034], [-0.00100, 0.74677, -4.51793], [-1.05324, 0.35257, -3.19610], [0.19494, -1.72337, -2.68610], [1.67327, -0.98190, -3.03067], [0.65859, -1.44550, -4.35146]]
}

---

Version b
{
  "formula": "C9H14O",
  "method": "ωB97M-V with the def2-TZVPD basis set",
  "smiles": "Cc1ccc(O)cc1.CC",
  "e_homo_ev": -8.6162,
  "gap_ev": 9.51,
  "species": ["C", "C", "C", "C", "C", "O", "C", "C", "H", "H", "H", "H", "H", "H", "H", "H", "C", "C", "H", "H", "H", "H", "H", "H"],
  "xyz": [[-1.21268, 0.14174, 0.84971], [-0.83123, -0.29562, -0.62550], [-1.03527, -1.64213, -0.71476], [-0.77541, -2.23163, -1.97919], [-0.29519, -1.45094, -3.01136], [0.16168, -2.31100, -3.99961], [-0.21831, -0.01289, -2.93885], [-0.40478, 0.47649, -1.71673], [-1.43152, -0.74962, 1.51519], [-2.23847, 0.64625, 0.94234], [-0.36544, 0.56130, 1.39069], [-1.69919, -2.14371, 0.00328], [-0.81208, -3.24672, -2.12179], [0.83647, -2.87295, -3.62935], [-0.01238, 0.64449, -3.72922], [-0.28560, 1.47167, -1.52443], [1.56621, 1.97775, 2.06586], [1.11869, 1.27666, 3.28580], [0.82305, 1.85138, 1.17167], [1.47394, 3.07017, 2.23282], [2.63359, 1.74104, 1.73290], [2.02397, 1.19473, 4.01136], [0.84694, 0.22100, 3.18702], [0.13301, 1.68252, 3.60216]]
}

---

version a is preferred energetically. Next in line: 1.671 eV higher.

---

Version a
{
  "formula": "C5H12NO",
  "method": "ωB97M-V with the def2-TZVPD basis set",
  "total_charge": 1,
  "smiles": "C[NH2+][C@@H](C)CC=O",
  "e_homo_ev": -14.5190,
  "gap_ev": 11.31,
  "species": ["C", "N", "C", "C", "C", "C", "O", "H", "H", "H", "H", "H", "H", "H", "H", "H", "H", "H", "H"],
  "xyz": [[-0.80098, -1.97074, 0.09737], [-0.58889, -0.61769, 0.68377], [-0.36036, 0.59338, -0.25966], [-0.28085, 1.76616, 0.78898], [1.26903, 0.50226, -1.07814], [2.24217, -0.15514, -0.12830], [1.95265, -0.87043, 0.79070], [-1.76560, -2.08692, -0.30769], [0.00065, -2.20886, -0.55033], [-0.74486, -2.80330, 0.86434], [-1.55120, -0.42656, 1.12994], [0.21425, -0.67594, 1.32626], [-1.07708, 0.68438, -1.10906], [0.59585, 1.59649, 1.40608], [-1.25169, 1.88242, 1.32942], [-0.04620, 2.63304, 0.33302], [1.10133, 0.15245, -2.02457], [1.60521, 1.50755, -1.28270], [3.34866, 0.08225, -0.30980]]
}

---

Version b
{
  "formula": "C5H12NO",
  "method": "ωB97M-V with the def2-TZVPD basis set",
  "total_charge": 1,
  "e_homo_ev": -12.3322,
  "gap_ev": 9.60,
  "species": ["C", "C", "C", "C", "C", "N", "O", "H", "H", "H", "H", "H", "H", "H", "H", "H", "H", "H", "H"],
  "xyz": [[-1.45112, 1.42751, -1.35662], [-0.60314, -0.79685, -1.39380], [1.57144, 0.35814, 1.46760], [0.63805, -0.55865, -0.53224], [-0.80960, 0.18558, 1.30251], [-1.06800, 0.41201, -2.05987], [0.43479, 0.36952, 0.58312], [1.67340, -0.59600, 1.99046], [-1.76659, 2.25718, -2.00329], [-0.32551, -1.53863, -2.14500], [-1.40935, -1.21692, -0.78580], [1.44307, 1.16415, 2.18902], [2.46947, 0.55674, 0.88257], [0.99032, -1.52240, -0.14934], [1.42124, -0.09193, -1.13776], [-0.92913, -0.84205, 1.64742], [-0.80815, 0.86689, 2.14970], [-1.59196, 0.51142, 0.59845], [-1.06244, 0.34696, -3.08193]]
}

---

version a is preferred energetically. Next in line: 2.332 eV higher.

---

Version a
{
  "formula": "C38H57CuGeNO3PSeSi3",
  "method": "ωB97M-V with the def2-TZVPD basis set",
  "e_homo_ev": -6.2708,
  "gap_ev": 6.60,
  "species": ["Cu", "O", "C", "C", "C", "C", "C", "C", "N", "H", "H", "H", "H", "H", "H", "H", "O", "C", "O", "C", "P", "C", "C", "C", "C", "C", "C", "C", "C", "C", "C", "C", "C", "H", "H", "H", "H", "H", "H", "H", "H", "H", "H", "H", "H", "C", "C", "C", "C", "C", "C", "Se", "C", "C", "C", "H", "H", "H", "H", "H", "H", "H", "H", "H", "H", "H", "C", "Si", "C", "C", "Ge", "Si", "C", "C", "C", "Si", "C", "C", "C", "H", "H", "H", "H", "H", "H", "H", "H", "H", "H", "H", "H", "H", "H", "H", "H", "H", "H", "H", "H", "H", "H", "H", "H", "H", "H", "H"],
  "xyz": [[0.89250, -0.84939, -1.06970], [0.62596, 1.65576, 0.35820], [1.49686, 2.45971, -0.40576], [1.74386, 1.96960, -1.81861], [2.47762, 2.76940, -2.68837], [2.66724, 2.36013, -3.99315], [2.09049, 1.16508, -4.40600], [1.37181, 0.43397, -3.48293], [1.21615, 0.81312, -2.19909], [-0.27056, 1.71929, 0.00941], [2.44488, 2.49600, 0.13372], [1.12939, 3.49064, -0.48019], [2.88230, 3.70832, -2.33109], [3.23888, 2.96874, -4.68159], [2.19526, 0.80143, -5.41801], [0.90003, -0.50031, -3.75619], [-1.68570, 0.54096, 2.01220], [-0.94393, -0.16588, 1.36560], [-1.11520, -0.40155, 0.07830], [0.22053, -0.86963, 2.04117], [1.74337, -1.09967, 1.02257], [2.97093, 0.12571, 1.59672], [4.06983, 0.30728, 0.75516], [5.05930, 1.22859, 1.06649], [4.94684, 2.00137, 2.21474], [3.85405, 1.83374, 3.05359], [2.87578, 0.89656, 2.74986], [2.40877, -2.65350, 1.73281], [3.63378, -2.71500, 2.39356], [4.11245, -3.92432, 2.88064], [3.37631, -5.08607, 2.70989], [2.15720, -5.03521, 2.04710], [1.67777, -3.83054, 1.55775], [-0.11918, -1.88080, 2.28331], [0.40488, -0.35291, 2.97976], [4.14622, -0.28467, -0.15177], [5.90971, 1.35227, 0.40813], [5.70621, 2.73466, 2.45344], [3.76493, 2.43115, 3.95167], [2.03226, 0.78012, 3.41685], [4.22065, -1.81810, 2.53973], [5.06411, -3.95472, 3.39552], [3.75133, -6.02817, 3.08839], [1.58190, -5.93905, 1.89408], [0.74624, -3.81369, 1.00317], [1.95073, -6.14241, -6.58784], [1.47086, -5.39158, -5.37306], [0.24046, -5.66529, -4.79125], [-0.21063, -4.99172, -3.66030], [-1.54290, -5.37380, -3.07408], [0.59222, -3.99019, -3.08485], [-0.08667, -3.03412, -1.56831], [1.85296, -3.72848, -3.63787], [2.80802, -2.72083, -3.04803], [2.26089, -4.42308, -4.77343], [1.16378, -6.78052, -6.98967], [2.80440, -6.77901, -6.34569], [2.26782, -5.45965, -7.37813], [-0.38976, -6.43459, -5.22668], [-2.00349, -6.17077, -3.65828], [-2.21741, -4.52021, -3.03666], [-1.43270, -5.71153, -2.04116], [2.55409, -2.49328, -2.01280], [2.79432, -1.78238, -3.61267], [3.82923, -3.10429, -3.07970], [3.23997, -4.20473, -5.19165], [-1.89775, -1.35859, -4.11901], [-2.72610, -0.05890, -3.06468], [-4.57522, -0.17396, -3.42937], [-2.10327, 1.60219, -3.70449], [-2.84289, 0.14109, -0.65193], [-3.40588, 2.45191, -0.18252], [-5.00520, 2.65492, -1.15917], [-2.20437, 3.74553, -0.83793], [-3.79479, 2.83887, 1.60613], [-4.28084, -1.40537, 0.50031], [-5.94065, -1.41668, -0.37356], [-4.56951, -0.81119, 2.24843], [-3.53120, -3.11598, 0.46839], [-1.66698, -0.90032, -5.08445], [-2.57189, -2.19624, -4.29043], [-0.99000, -1.77594, -3.68640], [-4.79962, 0.20228, -4.43122], [-5.18830, 0.38347, -2.71988], [-4.88983, -1.21906, -3.38850], [-1.89543, 1.52931, -4.77473], [-1.18296, 1.91332, -3.20530], [-2.84483, 2.38794, -3.56163], [-4.83353, 2.64598, -2.23635], [-5.48899, 3.60074, -0.90181], [-5.71031, 1.85197, -0.92914], [-2.24368, 3.79907, -1.92188], [-1.16238, 3.58904, -0.56022], [-2.49816, 4.71880, -0.43661], [-4.85670, 2.66943, 1.79940], [-3.57885, 3.89025, 1.80951], [-3.21908, 2.22522, 2.29365], [-6.38018, -0.41860, -0.43675], [-6.63318, -2.05029, 0.18765], [-5.86356, -1.81628, -1.38463], [-4.81529, 0.25241, 2.26107], [-3.68688, -0.94323, 2.87405], [-5.40205, -1.36556, 2.68984], [-4.06479, -3.74590, -0.24641], [-3.59800, -3.58396, 1.45339], [-2.48308, -3.10560, 0.16209]]
}

---

Version b
{
  "formula": "C38H57CuGeNO3PSeSi3",
  "method": "ωB97M-V with the def2-TZVPD basis set",
  "e_homo_ev": -6.6934,
  "gap_ev": 7.19,
  "species": ["Cu", "O", "C", "C", "C", "C", "C", "C", "N", "H", "H", "H", "H", "H", "H", "H", "O", "C", "O", "C", "P", "C", "C", "C", "C", "C", "C", "C", "C", "C", "C", "C", "C", "H", "H", "H", "H", "H", "H", "H", "H", "H", "H", "H", "H", "C", "C", "C", "C", "C", "C", "Se", "C", "C", "C", "H", "H", "H", "H", "H", "H", "H", "H", "H", "H", "H", "C", "Si", "C", "C", "Ge", "Si", "C", "C", "C", "Si", "C", "C", "C", "H", "H", "H", "H", "H", "H", "H", "H", "H", "H", "H", "H", "H", "H", "H", "H", "H", "H", "H", "H", "H", "H", "H", "H", "H", "H", "H"],
  "xyz": [[0.46619, -0.92160, -0.64697], [0.10070, 1.90972, -1.36227], [-0.53564, 1.76636, -2.60104], [-1.31900, 0.48161, -2.77737], [-2.19734, 0.39579, -3.85204], [-2.97099, -0.73781, -4.01004], [-2.87254, -1.74838, -3.06507], [-1.98311, -1.58691, -2.02258], [-1.19387, -0.50852, -1.88954], [-0.49517, 1.66267, -0.64405], [0.24635, 1.82481, -3.36330], [-1.22701, 2.59922, -2.78523], [-2.27136, 1.22437, -4.54484], [-3.65294, -0.82389, -4.84595], [-3.46496, -2.65028, -3.12447], [-1.87422, -2.35156, -1.26254], [2.10430, 2.81123, 1.46628], [1.86444, 1.69132, 1.06322], [0.68142, 1.11203, 1.15553], [2.95220, 0.83170, 0.45147], [2.50788, -0.07489, -1.07831], [2.77045, 1.11172, -2.43153], [2.63915, 0.61879, -3.73137], [2.73902, 1.46746, -4.82181], [2.95504, 2.82621, -4.62347], [3.07138, 3.32467, -3.33435], [2.98208, 2.47127, -2.24190], [3.96952, -1.16534, -1.21276], [5.12082, -0.83741, -1.92335], [6.20197, -1.70803, -1.94199], [6.14389, -2.90791, -1.24930], [4.99943, -3.23953, -0.53633], [3.91505, -2.37669, -0.52184], [3.15291, 0.02987, 1.17103], [3.86408, 1.41996, 0.35186], [2.45438, -0.43951, -3.88651], [2.64410, 1.07153, -5.82472], [3.02913, 3.49374, -5.47212], [3.22865, 4.38357, -3.17441], [3.04739, 2.88013, -1.24057], [5.18044, 0.09956, -2.46210], [7.09239, -1.44475, -2.49838], [6.98748, -3.58586, -1.26747], [4.94428, -4.17705, 0.00183], [3.00942, -2.65107, 0.01241], [-3.15312, -6.80011, -2.27300], [-2.29013, -5.83862, -1.50046], [-2.58701, -5.49161, -0.19020], [-1.79189, -4.61192, 0.54059], [-2.15857, -4.30919, 1.96693], [-0.66400, -4.03672, -0.06151], [0.35785, -2.72804, 0.92152], [-0.32682, -4.40789, -1.37175], [0.88879, -3.85607, -2.06468], [-1.14627, -5.29146, -2.06696], [-4.07104, -7.02601, -1.73083], [-2.62982, -7.74204, -2.45031], [-3.42723, -6.39384, -3.24841], [-3.46394, -5.91911, 0.28547], [-3.05334, -4.85930, 2.25825], [-2.32904, -3.24136, 2.11404], [-1.34284, -4.58215, 2.63918], [1.74544, -3.82014, -1.39138], [0.71355, -2.82885, -2.40697], [1.14144, -4.45781, -2.93829], [-0.87180, -5.56679, -3.08116], [-2.95469, -0.53970, 1.27659], [-2.76989, 1.31392, 1.41580], [-3.99072, 1.94313, 2.70150], [-3.18312, 2.15239, -0.21798], [-0.62956, 2.01359, 2.24473], [-0.40021, 4.38152, 1.97793], [-2.05548, 5.13602, 2.48468], [-0.09835, 4.82150, 0.18215], [0.87807, 5.14963, 3.11105], [-0.11519, 1.18456, 4.41829], [-1.17795, 2.15620, 5.62521], [1.69511, 1.49753, 4.78108], [-0.49627, -0.64617, 4.52020], [-3.82194, -0.80673, 0.66625], [-3.10261, -0.95990, 2.27474], [-2.06972, -1.02004, 0.85456], [-5.00498, 1.84154, 2.30522], [-3.84186, 2.99001, 2.96594], [-3.93248, 1.34670, 3.61374], [-4.15584, 1.79987, -0.57132], [-2.46462, 1.95468, -1.01507], [-3.24303, 3.23553, -0.08907], [-2.88118, 4.82667, 1.84142], [-1.98162, 6.22569, 2.42681], [-2.31679, 4.88315, 3.51500], [-0.91189, 4.47173, -0.45909], [0.82624, 4.37658, -0.18061], [-0.04083, 5.90922, 0.08251], [0.53651, 5.15131, 4.14853], [1.03186, 6.19046, 2.81139], [1.83536, 4.63711, 3.04961], [-0.99102, 3.22987, 5.55470], [-0.95287, 1.84571, 6.64882], [-2.24168, 1.98614, 5.45104], [1.94543, 2.55802, 4.73305], [2.33694, 0.97067, 4.07182], [1.93133, 1.12981, 5.78307], [-1.52510, -0.81173, 4.84921], [0.16510, -1.13885, 5.23669], [-0.37841, -1.15067, 3.55798]]
}

---

version b is preferred energetically. Next in line: 1.016 eV higher.

---

Version a
{
  "formula": "C3H6NPS",
  "method": "ωB97M-V with the def2-TZVPD basis set",
  "smiles": "P[C@@H]1N=CCS1",
  "e_homo_ev": -8.6235,
  "gap_ev": 9.45,
  "species": ["P", "C", "N", "C", "C", "S", "H", "H", "H", "H", "H", "H"],
  "xyz": [[1.37160, 2.00586, -0.27453], [0.35180, 0.81951, 0.68025], [1.01918, -0.42896, 0.85717], [0.49515, -1.38950, 0.26544], [-0.98894, -1.18579, -0.20759], [-1.40927, 0.48490, 0.21560], [1.77165, 0.99289, -1.23917], [2.28150, 1.71256, 0.66439], [0.19341, 1.43578, 1.81747], [0.89760, -2.32778, 0.12448], [-1.13503, -1.67337, -1.27916], [-1.52069, -1.82507, 0.51456]]
}

---

Version b
{
  "formula": "C3H6NPS",
  "method": "ωB97M-V with the def2-TZVPD basis set",
  "e_homo_ev": [-7.2566, -7.3607],
  "gap_ev": [6.84, 7.41],
  "species": ["C", "C", "C", "N", "P", "S", "H", "H", "H", "H", "H", "H"],
  "xyz": [[-4.21410, -0.83239, 0.34590], [0.78712, -0.95703, 0.11201], [1.48665, 0.32827, -0.03439], [-3.72543, -0.23844, -0.49052], [-1.33995, 1.30046, 0.21006], [0.63231, 1.77910, 0.18656], [0.36646, -0.95201, 1.23079], [-0.20967, -0.98442, -0.45940], [1.42467, -1.81103, -0.12232], [2.51496, 0.52679, -0.13269], [-4.60823, -1.57551, 0.99777], [-1.77516, 2.56543, -0.49030]]
}

---

version a is preferred energetically. Next in line: 1.088 eV higher.